1:
8
Properties=species:S:1:pos:R:3 method="wB97M-V/def2-TZVPD" charge=0 molar_mass_g_mol=86.1 spin_multiplicity=1 orbital_gap_ev=11.2 e_homo_ha=-0.3885
N 0.03 -0.50 -0.36
C -1.28 0.25 0.02
N 0.50 0.38 0.79
C 1.51 0.25 0.06
O -2.27 -0.37 0.33
O 2.65 0.22 -0.23
H 0.12 -1.50 -0.23
H -1.27 1.27 -0.38


2:
8
Properties=species:S:1:pos:R:3 method="wB97M-V/def2-TZVPD" charge=0 molar_mass_g_mol=86.0 spin_multiplicity=1 orbital_gap_ev=11.2 e_homo_ha=-0.3879 smiles="N=C=NC(=O)O"
N 0.47 -1.77 -1.48
C -0.02 -0.83 -0.95
N -0.45 0.21 -0.50
C -0.38 1.01 0.60
O -1.14 1.91 0.82
O 0.66 0.68 1.40
H 0.11 -2.54 -2.02
H 0.75 1.31 2.13


It comes down to 2, which is 331.3 kJ/mol more stable than the next structure.


1:
8
Properties=species:S:1:pos:R:3 method="wB97M-V/def2-TZVPD" charge=0 molar_mass_g_mol=86.1 spin_multiplicity=1 orbital_gap_ev="9.4 / 9.4" e_homo_ha="-0.3242 / -0.3242"
C 1.65 0.04 -0.23
C -1.65 0.97 -0.58
N -0.05 -0.98 0.93
N 0.95 -0.46 0.58
O -2.02 0.57 0.42
O -1.32 1.37 -1.59
H 2.62 0.43 -0.41
H -0.17 -1.92 0.89


2:
8
Properties=species:S:1:pos:R:3 method="wB97M-V/def2-TZVPD" charge=0 molar_mass_g_mol=86.0 spin_multiplicity=1 orbital_gap_ev=10.5 e_homo_ha=-0.3781
O -1.34 0.07 -2.06
C -0.35 0.40 -1.55
N -0.73 -0.39 0.48
C 0.37 -0.03 0.89
N 1.47 0.49 0.92
O 0.71 0.85 -1.31
H -1.36 -1.09 0.80
H 1.23 -0.32 1.83


It comes down to 2, which is 77.1 kJ/mol more stable than the next structure.


1:
106
Properties=species:S:1:pos:R:3 method="wB97M-V/def2-TZVPD" charge=0 s_squared=0.76 molar_mass_g_mol=1119.0 spin_multiplicity=2 orbital_gap_ev="6.7 / 6.8" e_homo_ha="-0.2654 / -0.2777"
Ru 0.37 1.74 -0.30
N 3.58 2.87 2.34
C 2.41 2.73 1.66
S 2.53 2.33 -0.06
N 1.30 2.98 2.26
N 0.24 2.88 1.38
C -0.75 3.71 1.47
C -0.91 4.70 2.55
C -1.14 6.03 2.24
C -1.29 6.97 3.25
C -1.24 6.57 4.58
C -1.02 5.24 4.89
C -0.85 4.30 3.89
C -1.68 3.61 0.33
C -2.95 4.05 0.44
C -4.10 3.83 -0.42
C -4.19 3.04 -1.49
C -3.04 2.26 -2.08
N -1.11 2.92 -0.74
H 4.38 2.38 1.99
H 3.50 2.97 3.34
H -1.19 6.34 1.20
H -1.46 8.01 3.00
H -1.36 7.30 5.37
H -0.97 4.93 5.93
H -0.66 3.27 4.13
H -3.17 4.59 1.36
H -5.01 4.34 -0.11
H -5.15 2.94 -1.99
H -3.20 2.16 -3.15
Se 2.76 -4.76 -0.21
P 1.60 -3.88 1.30
C -0.03 -4.65 1.54
C -0.32 -5.87 0.95
C -1.57 -6.45 1.16
C -2.51 -5.82 1.95
C -2.21 -4.60 2.54
C -0.97 -4.01 2.35
C 2.38 -3.93 2.93
C 1.95 -4.82 3.91
C 2.63 -4.90 5.12
C 3.74 -4.10 5.35
C 4.17 -3.22 4.37
C 3.50 -3.14 3.16
C 1.25 -2.13 1.08
C 1.13 -1.26 0.00
N 0.75 -0.07 0.55
N 0.64 -0.21 1.86
N 0.93 -1.43 2.19
P 1.34 -1.29 -1.79
Se 0.60 0.59 -2.54
C 3.07 -1.54 -2.24
C 3.97 -0.51 -1.96
C 5.31 -0.65 -2.31
C 5.74 -1.79 -2.96
C 4.85 -2.81 -3.25
C 3.52 -2.69 -2.88
C 0.42 -2.66 -2.51
C -0.37 -3.50 -1.74
C -1.11 -4.51 -2.35
C -1.07 -4.66 -3.73
C -0.30 -3.80 -4.50
C 0.45 -2.80 -3.90
H 0.42 -6.34 0.31
H -1.80 -7.40 0.69
H -3.48 -6.27 2.11
H -2.95 -4.10 3.17
H -0.73 -3.06 2.81
H 1.09 -5.45 3.73
H 2.29 -5.60 5.88
H 4.26 -4.17 6.29
H 5.04 -2.59 4.55
H 3.84 -2.45 2.40
H 3.63 0.39 -1.48
H 6.00 0.15 -2.08
H 6.79 -1.89 -3.23
H 5.19 -3.71 -3.74
H 2.83 -3.51 -3.08
H -0.42 -3.37 -0.67
H -1.72 -5.16 -1.74
H -1.65 -5.44 -4.20
H -0.27 -3.91 -5.58
H 1.04 -2.13 -4.50
C -1.03 6.44 -4.25
C -2.18 5.69 -4.46
C -2.46 4.57 -3.69
C -1.56 4.15 -2.70
C -0.41 4.92 -2.49
C -0.15 6.04 -3.26
N -1.78 2.99 -1.95
C -2.96 0.85 -1.53
C -2.85 0.59 -0.17
C -2.77 -0.72 0.30
C -2.84 -1.78 -0.59
C -2.98 -1.53 -1.95
C -3.04 -0.22 -2.41
H -0.83 7.31 -4.85
H -2.89 5.99 -5.22
H -3.38 4.04 -3.86
H 0.30 4.62 -1.72
H 0.75 6.61 -3.07
H -2.86 1.40 0.55
H -2.66 -0.89 1.36
H -2.78 -2.80 -0.22
H -3.03 -2.35 -2.65
H -3.12 -0.04 -3.48


2:
106
Properties=species:S:1:pos:R:3 method="wB97M-V/def2-TZVPD" charge=0 s_squared=0.76 molar_mass_g_mol=1119.0 spin_multiplicity=2 orbital_gap_ev="6.7 / 6.2" e_homo_ha="-0.2657 / -0.2652"
Ru 0.13 -0.58 0.09
N -1.25 1.83 3.52
C -0.73 1.27 2.40
S -1.04 -0.42 2.15
N -0.06 2.07 1.61
N 0.43 1.42 0.51
C 1.13 2.11 -0.32
C 1.37 3.56 -0.19
C 0.29 4.43 -0.26
C 0.49 5.80 -0.17
C 1.77 6.30 0.02
C 2.86 5.44 0.10
C 2.65 4.07 -0.01
C 1.63 1.36 -1.49
C 2.34 1.96 -2.51
C 2.76 1.19 -3.59
C 2.45 -0.15 -3.62
C 1.73 -0.69 -2.56
N 1.34 0.04 -1.52
H -1.98 1.32 3.99
H -1.35 2.83 3.49
H -0.71 4.03 -0.39
H -0.35 6.47 -0.22
H 1.93 7.37 0.10
H 3.85 5.82 0.25
H 3.50 3.39 0.07
H 2.55 3.02 -2.47
H 3.30 1.65 -4.40
H 2.74 -0.79 -4.44
H 1.44 -1.73 -2.55
Se -3.27 4.42 0.92
P -4.15 3.09 -0.48
C -5.85 2.63 -0.06
C -6.57 3.44 0.82
C -7.90 3.18 1.07
C -8.53 2.11 0.45
C -7.83 1.30 -0.42
C -6.49 1.56 -0.68
C -4.31 3.85 -2.12
C -4.80 3.10 -3.19
C -4.95 3.68 -4.44
C -4.60 5.02 -4.63
C -4.12 5.76 -3.57
C -3.97 5.18 -2.32
C -3.15 1.62 -0.81
C -2.88 0.33 -0.35
N -1.70 -0.03 -0.94
N -1.32 0.97 -1.75
N -2.16 1.94 -1.70
P -3.86 -1.00 0.46
Se -2.94 -2.80 1.00
C -5.04 -1.38 -0.88
C -6.40 -1.56 -0.69
C -7.21 -1.95 -1.74
C -6.68 -2.15 -3.00
C -5.31 -1.96 -3.21
C -4.50 -1.58 -2.15
C -4.75 -0.25 1.84
C -5.70 -1.02 2.51
C -6.37 -0.50 3.61
C -6.07 0.79 4.06
C -5.09 1.53 3.42
C -4.43 1.01 2.31
H -6.06 4.26 1.31
H -8.45 3.81 1.76
H -9.58 1.91 0.65
H -8.31 0.46 -0.91
H -5.94 0.92 -1.36
H -5.05 2.06 -3.05
H -5.32 3.09 -5.27
H -4.71 5.47 -5.61
H -3.85 6.80 -3.72
H -3.59 5.76 -1.48
H -6.85 -1.37 0.28
H -8.28 -2.10 -1.58
H -7.31 -2.46 -3.82
H -4.89 -2.11 -4.19
H -3.44 -1.45 -2.31
H -5.89 -2.04 2.20
H -7.11 -1.10 4.12
H -6.59 1.19 4.91
H -4.85 2.53 3.75
H -3.66 1.60 1.85
C -1.33 -5.32 -2.85
C -0.60 -5.73 -1.75
C -0.02 -4.81 -0.90
C -0.17 -3.44 -1.15
C -0.90 -3.02 -2.26
C -1.48 -3.96 -3.10
N 0.36 -2.49 -0.27
C 1.67 -2.59 0.18
C 2.71 -3.21 -0.54
C 4.02 -3.01 -0.18
C 4.35 -2.16 0.88
C 3.35 -1.55 1.60
C 2.01 -1.78 1.28
H -1.79 -6.05 -3.51
H -0.50 -6.79 -1.54
H 0.53 -5.13 -0.02
H -1.03 -1.96 -2.43
H -2.05 -3.63 -3.96
H 2.46 -3.83 -1.40
H 4.80 -3.49 -0.75
H 5.39 -2.01 1.15
H 3.60 -0.92 2.45
H 1.23 -1.42 1.95


It comes down to 2, which is 54.6 kJ/mol more stable than the next structure.


1:
22
Properties=species:S:1:pos:R:3 method="wB97M-V/def2-TZVPD" charge=0 molar_mass_g_mol=148.2 spin_multiplicity=1 orbital_gap_ev=10.3 e_homo_ha=-0.3700 smiles="COC[C@](C)(O)CC(=O)O"
C -3.01 -0.58 -0.31
O -2.41 -1.81 0.01
C -1.14 -2.04 -0.53
C 0.06 -1.48 0.26
C -0.02 -1.93 1.71
O 0.03 0.01 0.22
C 1.33 -2.01 -0.44
C 2.38 -0.94 -0.66
O 3.11 -0.63 0.26
O 2.25 -0.15 -1.71
H -2.61 0.25 0.29
H -2.88 -0.34 -1.38
H -4.09 -0.68 -0.11
H -1.04 -3.13 -0.59
H -1.09 -1.66 -1.57
H -0.21 -3.01 1.77
H 0.91 -1.74 2.25
H -0.83 -1.39 2.23
H -0.24 0.32 -0.65
H 1.78 -2.81 0.15
H 1.06 -2.40 -1.44
H 1.38 0.38 -1.60


2:
22
Properties=species:S:1:pos:R:3 method="wB97M-V/def2-TZVPD" charge=0 molar_mass_g_mol=148.2 spin_multiplicity=1 orbital_gap_ev=10.9 e_homo_ha=-0.3718
C -2.33 0.44 2.51
C -1.37 -0.70 2.80
O -1.90 -1.96 2.47
C -0.06 -0.52 2.04
O 0.70 0.66 2.53
C 1.80 -0.09 2.77
O 2.92 0.33 2.87
C 1.15 -1.41 2.41
C 1.06 -2.45 3.52
H -1.89 1.41 2.79
H -2.59 0.47 1.44
H -3.26 0.31 3.09
H -1.14 -0.70 3.88
H -2.71 -1.87 1.94
H -0.25 -0.48 0.96
H 1.62 -1.84 1.52
H 0.59 -2.04 4.43
H 0.48 -3.31 3.19
H 2.07 -2.79 3.78
O 1.15 2.76 0.42
H 2.07 2.49 0.23
H 1.17 3.72 0.43


It comes down to 2, which is 64.6 kJ/mol more stable than the next structure.